[1]
C38H63Cl2N3O8 | ωB97M-V/def2-TZVPD

Structure (XYZ):
```
114
Properties=species:S:1:pos:R:3:mulliken_charge:R:1
C -3.75 -4.04 -1.39 -1.197
C -2.52 -3.16 -1.56 0.248
Cl -1.03 -3.77 -0.85 0.035
C -2.55 -1.99 -2.20 -0.788
Cl -3.99 -1.31 -2.95 -0.225
C -1.28 -1.16 -2.27 0.927
C -1.28 -0.01 -1.53 -0.550
C -0.12 0.83 -1.50 -0.364
C 0.98 0.46 -2.22 0.046
C 2.23 1.35 -2.13 -0.956
C 3.19 0.74 -1.07 -0.402
C 2.54 0.32 0.26 -0.657
N 1.86 1.43 0.99 -0.603
C 1.00 -0.73 -3.03 0.254
N 2.15 -0.99 -3.73 -0.155
C 2.02 -2.08 -4.46 -0.106
C 0.86 -2.91 -4.50 -0.691
N -0.23 -2.69 -3.80 -0.514
C -0.15 -1.55 -3.06 0.383
H -4.07 -3.91 -0.34 0.194
H -4.59 -3.71 -2.01 0.466
H -3.48 -5.09 -1.53 0.318
H -2.18 0.24 -0.95 0.550
H -0.10 1.74 -0.90 0.726
H 1.92 2.39 -1.91 0.202
H 2.75 1.32 -3.10 0.190
H 4.02 1.43 -0.82 0.249
H 3.64 -0.16 -1.52 0.247
H 1.83 -0.53 0.16 0.305
H 3.35 -0.04 0.92 0.603
H 2.17 1.35 1.95 0.232
H 0.86 1.27 1.05 0.253
H 2.88 -2.36 -5.09 0.360
H 0.89 -3.81 -5.13 0.417
C -2.07 -3.69 2.17 -0.448
C -2.66 -2.60 3.04 1.089
C -3.16 -3.00 4.40 -1.406
O -2.73 -1.46 2.64 -0.588
H -1.75 -3.26 1.23 -0.491
H -1.20 -4.13 2.67 0.387
H -2.82 -4.46 1.98 0.466
H -2.34 -3.40 4.98 0.348
H -3.96 -3.74 4.30 0.381
H -3.55 -2.12 4.91 0.300
C -5.60 -0.50 2.08 -0.562
C -6.92 -1.05 1.59 0.805
C -8.12 -0.14 1.67 -1.014
O -7.00 -2.18 1.15 -0.599
H -4.83 -1.25 1.96 -0.212
H -5.32 0.38 1.49 0.321
H -5.68 -0.23 3.14 0.366
H -7.95 0.75 1.07 0.250
H -8.30 0.14 2.71 0.300
H -8.99 -0.67 1.29 0.317
C 0.73 -1.16 3.95 -0.814
C 0.67 -2.16 5.07 0.702
C 1.97 -2.75 5.54 -1.174
O -0.39 -2.48 5.58 -0.552
H -0.28 -0.82 3.71 0.155
H 1.33 -0.30 4.25 0.457
H 1.16 -1.62 3.06 0.229
H 2.63 -1.96 5.91 0.341
H 2.46 -3.29 4.72 0.299
H 1.78 -3.46 6.35 0.327
C 3.63 -6.79 0.86 -1.169
C 3.20 -5.42 0.40 0.724
C 1.77 -5.26 -0.07 -0.454
O 3.97 -4.48 0.40 -0.549
H 4.67 -6.76 1.17 0.315
H 3.02 -7.10 1.72 0.317
H 3.52 -7.51 0.05 0.328
H 1.09 -5.51 0.74 0.286
H 1.59 -5.92 -0.92 0.354
H 1.61 -4.23 -0.37 -0.130
C 7.20 3.07 2.00 -1.303
C 5.89 2.49 1.53 0.891
C 4.66 3.36 1.67 -0.696
O 5.82 1.37 1.07 -0.515
H 7.99 2.34 1.84 0.327
H 7.43 3.97 1.43 0.324
H 7.15 3.31 3.06 0.333
H 4.79 4.27 1.08 0.301
H 4.50 3.61 2.72 0.375
H 3.79 2.82 1.30 -0.033
C 0.85 6.56 -1.82 -1.191
C 1.95 5.77 -2.48 0.906
C 2.13 5.96 -3.97 -1.052
O 2.66 5.02 -1.86 -0.534
H 0.84 6.33 -0.75 0.301
H 1.03 7.63 -1.94 0.363
H -0.11 6.29 -2.25 0.318
H 2.37 7.00 -4.19 0.372
H 1.22 5.66 -4.50 0.320
H 2.95 5.33 -4.32 0.201
C -7.63 4.52 2.20 -0.978
C -8.95 3.97 1.71 0.782
C -10.15 4.88 1.80 -1.127
O -9.04 2.85 1.27 -0.496
H -6.86 3.76 2.08 0.207
H -7.35 5.40 1.61 0.321
H -7.70 4.78 3.25 0.320
H -9.98 5.77 1.19 0.329
H -10.33 5.16 2.83 0.328
H -11.02 4.36 1.41 0.296
C 6.96 1.64 -5.22 -1.241
C 5.48 1.37 -5.04 0.798
C 5.03 -0.07 -5.11 -0.819
O 4.69 2.26 -4.85 -0.534
H 7.14 2.71 -5.15 0.319
H 7.53 1.13 -4.44 0.330
H 7.28 1.30 -6.21 0.333
H 5.52 -0.65 -4.33 0.332
H 5.27 -0.49 -6.10 0.469
H 3.95 -0.12 -4.97 0.021
```

Highest occupied orbital energy = -8.41 eV
Kohn-Sham gap = 0.30402 Eh
Structure (SMILES) = C/C(Cl)=C(\Cl)c1ccc(CCCN)c2nccnc12.CC(C)=O.CC(C)=O.CC(C)=O.CC(C)=O.CC(C)=O.CC(C)=O.CC(C)=O.CC(C)=O
Lowest unoccupied orbital energy = -0.135 eV


[2]
C38H63INO9P | ωB97M-V/def2-TZVPD

Structure (XYZ):
```
113
Properties=species:S:1:pos:R:3:mulliken_charge:R:1
C 3.10 1.07 2.10 -1.522
C 2.63 0.76 0.65 -0.907
P 0.92 0.12 0.44 1.028
C -0.03 1.14 1.64 -0.626
C -0.18 0.57 3.05 -0.873
C 0.73 -1.62 0.96 0.832
C 1.77 -2.57 1.11 0.441
C 3.23 -2.24 0.94 -1.080
O 3.65 -1.99 -0.41 -0.455
O 2.53 -2.11 -1.28 -0.147
C 1.50 -3.92 1.38 -0.871
C 0.21 -4.38 1.54 -1.331
C -0.82 -3.47 1.42 0.960
C -0.59 -2.12 1.13 -0.362
C -1.83 -1.31 0.96 -0.012
O -1.96 -0.44 0.14 -0.284
C -2.99 -1.68 1.84 0.179
C -3.91 -0.78 2.35 0.165
I -3.86 1.30 2.02 0.106
C -4.96 -1.21 3.14 -0.947
C -5.13 -2.56 3.43 -0.787
C -4.24 -3.51 2.94 0.605
C -4.49 -4.95 3.31 -1.190
C -4.54 -5.20 4.83 -0.886
C -3.37 -4.56 5.61 -0.685
C -3.73 -3.30 6.40 -1.305
N -3.09 -2.08 5.90 0.683
C -3.80 -0.86 6.35 -1.334
C -1.73 -2.05 6.21 0.545
C -1.01 -0.73 6.11 -1.018
O -1.12 -3.06 6.49 -0.610
C -3.19 -3.05 2.14 0.063
C -2.20 -3.98 1.55 -0.168
O -2.47 -5.09 1.17 -0.623
H 4.18 1.24 2.06 0.396
H 2.60 1.93 2.50 0.403
H 2.95 0.20 2.73 0.251
H 2.60 1.72 0.13 0.569
H 3.37 0.16 0.14 0.624
H 0.56 2.06 1.71 0.977
H -0.98 1.42 1.21 0.022
H 0.70 0.03 3.36 0.250
H -1.07 -0.05 3.15 -0.494
H -0.29 1.40 3.75 0.797
H 3.55 -1.41 1.56 0.127
H 3.81 -3.10 1.28 0.506
H 2.58 -1.32 -1.82 0.263
H 2.32 -4.61 1.46 0.393
H -0.01 -5.42 1.74 0.564
H -5.68 -0.51 3.53 0.531
H -5.96 -2.89 4.04 0.520
H -5.47 -5.22 2.90 0.413
H -3.80 -5.64 2.86 0.374
H -5.51 -4.91 5.22 0.378
H -4.44 -6.28 4.94 0.497
H -2.56 -4.36 4.93 0.426
H -2.99 -5.31 6.30 0.459
H -4.81 -3.16 6.33 0.750
H -3.52 -3.44 7.47 0.476
H -3.62 -0.05 5.65 0.318
H -4.87 -1.05 6.35 0.413
H -3.53 -0.56 7.36 0.401
H -1.19 -0.28 5.14 0.006
H -1.29 -0.05 6.91 0.346
H 0.05 -0.93 6.20 0.362
C -0.89 -1.05 -5.04 -1.492
C 0.34 -1.18 -4.16 0.671
C 0.66 -2.61 -3.79 -1.298
O 0.18 -0.42 -2.95 -0.101
H -1.77 -1.45 -4.52 0.314
H -1.09 0.00 -5.27 0.274
H -0.76 -1.60 -5.98 0.484
H 1.20 -0.74 -4.67 0.149
H -0.16 -3.06 -3.23 0.328
H 1.54 -2.61 -3.15 0.254
H 0.86 -3.24 -4.66 0.453
H -0.58 -0.79 -2.48 0.044
C 1.23 3.35 -5.19 -1.155
C 2.47 3.22 -4.33 0.835
C 2.77 1.76 -4.02 -0.939
O 2.32 3.95 -3.12 -0.555
H 0.36 2.95 -4.67 -0.170
H 1.02 4.40 -5.40 0.357
H 1.34 2.82 -6.14 0.445
H 3.33 3.67 -4.85 0.070
H 1.94 1.32 -3.46 -0.102
H 3.66 1.68 -3.39 0.351
H 2.94 1.18 -4.93 0.471
H 1.59 3.57 -2.62 0.281
C -2.75 4.28 -2.85 -1.704
C -1.49 3.42 -2.95 0.862
C -1.82 2.00 -3.40 -0.815
O -0.81 3.40 -1.70 -0.495
H -3.43 3.86 -2.11 0.340
H -2.49 5.29 -2.53 0.404
H -3.27 4.34 -3.80 0.406
H -0.80 3.88 -3.66 0.119
H -2.48 1.52 -2.67 0.442
H -0.92 1.40 -3.47 -0.209
H -2.32 2.00 -4.37 0.470
H -1.36 2.98 -1.03 0.265
C 5.57 6.33 -4.39 -0.930
C 6.32 5.85 -5.62 0.324
C 6.77 4.40 -5.47 -0.999
O 7.45 6.69 -5.88 -0.558
H 6.22 6.29 -3.51 0.305
H 5.26 7.37 -4.51 0.321
H 4.69 5.72 -4.20 0.135
H 5.68 5.94 -6.50 0.275
H 7.45 4.30 -4.62 0.316
H 7.30 4.07 -6.37 0.324
H 5.92 3.74 -5.31 0.179
H 8.04 6.63 -5.12 0.349
```

Highest occupied orbital energy = -7.67 eV
Energy relative to the best compared isomer or geometry (same formula, charge and spin) = 0.0 kJ/mol
Kohn-Sham gap = 0.25242 Eh
Structure (SMILES) = CCP(CC)c1c(COO)ccc2c1C(=O)c1c(I)ccc(CCCCN(C)C(C)=O)c1C2=O.CC(C)O.CC(C)O.CC(C)O.CC(C)O
Lowest unoccupied orbital energy = -0.806 eV


[3]
C38H63N12O11 | ωB97M-V/def2-TZVPD

Structure (XYZ):
```
124
Properties=species:S:1:pos:R:3:mulliken_charge:R:1
C 14.08 57.68 12.12 -0.902
C 15.44 58.08 11.29 2.020
C 15.19 59.06 10.08 -1.363
C 14.98 60.61 10.42 0.430
C 16.13 60.97 11.30 -2.623
C 16.39 60.12 12.62 2.291
N 16.37 58.68 12.29 1.100
O 17.22 57.92 12.94 -0.207
C 15.32 60.44 13.59 -1.729
C 17.81 60.52 13.19 -1.839
C 15.95 56.86 10.69 -1.556
H 14.54 57.13 12.95 0.226
H 13.54 57.13 11.44 0.463
H 13.41 58.46 12.39 -0.455
H 14.33 58.77 9.52 0.291
H 16.12 59.15 9.49 0.409
H 14.06 60.89 11.00 -0.050
H 14.94 61.42 9.36 -0.259
H 16.12 62.01 11.52 0.737
H 16.88 60.94 10.58 0.789
H 14.34 60.43 13.11 -0.063
H 15.43 61.40 13.89 0.937
H 15.33 59.68 14.40 0.231
H 18.67 59.96 12.73 0.407
H 17.85 60.29 14.25 0.321
H 18.15 61.56 13.17 0.407
H 16.94 57.06 10.21 0.753
H 15.28 56.48 9.82 0.136
H 16.15 56.06 11.55 -0.061
N 15.30 53.02 6.36 0.083
C 14.51 52.66 7.44 -1.124
C 15.02 53.44 8.67 -0.062
C 16.25 54.31 8.22 -0.192
C 16.35 53.97 6.66 -1.160
H 15.16 52.58 5.52 0.180
H 13.87 51.90 7.34 0.575
H 14.40 53.52 9.61 0.430
H 16.80 55.04 8.73 0.938
H 16.96 54.41 5.81 0.362
N 15.17 63.04 7.14 -0.186
C 16.08 63.78 7.88 -0.562
C 17.38 63.06 7.87 -0.435
C 17.18 61.67 7.11 -0.642
C 15.69 61.80 6.65 -0.403
H 13.92 63.23 7.17 0.352
H 15.69 64.82 8.20 0.323
H 18.44 63.22 8.11 0.413
H 17.63 60.80 6.92 0.650
H 14.97 61.30 6.04 0.488
N 13.72 56.89 17.33 -0.005
C 12.45 57.37 17.69 -0.542
C 11.95 58.40 16.80 -1.024
C 12.92 58.32 15.61 0.666
C 14.06 57.34 15.98 -1.426
H 14.21 56.09 17.74 0.294
H 12.20 57.10 18.75 0.323
H 11.18 59.04 17.03 0.489
H 12.91 58.79 14.80 0.521
H 14.67 56.91 15.44 0.770
N 10.19 58.80 12.88 -0.018
C 10.58 60.12 13.33 -0.694
C 11.39 60.74 12.22 -0.050
C 11.27 59.88 11.03 -0.676
C 10.40 58.71 11.44 -0.540
H 9.68 58.06 13.29 0.232
H 10.37 60.47 14.33 0.398
H 11.69 61.75 12.25 0.573
H 11.63 60.02 10.00 0.469
H 9.80 57.92 10.82 0.360
N 17.81 52.88 16.54 0.027
C 16.69 52.37 15.96 -0.805
C 16.28 53.52 15.05 -0.605
C 17.18 54.65 15.30 0.633
C 18.05 54.18 16.29 -0.689
H 18.37 52.32 17.18 0.213
H 16.24 51.43 16.06 0.449
H 15.60 53.41 14.19 0.389
H 17.15 55.67 14.72 -0.010
H 18.97 54.60 16.61 0.411
N 20.24 53.20 10.45 -0.066
C 18.98 53.43 9.87 -0.799
C 18.23 53.97 11.00 0.304
C 19.07 54.10 12.28 -0.724
C 20.39 53.67 11.82 -0.746
H 21.11 52.63 10.00 0.298
H 18.74 52.94 8.93 0.384
H 17.15 54.14 11.04 0.529
H 18.88 54.58 13.21 0.488
H 21.28 53.43 12.41 0.347
C 11.31 54.58 8.45 -0.573
N 11.47 54.97 9.79 1.053
O 10.45 55.46 10.24 -0.562
O 12.53 54.77 10.35 -0.518
H 11.37 53.51 8.59 0.384
H 12.05 54.99 7.77 -0.027
H 10.31 54.92 7.97 0.239
C 13.87 56.06 5.67 -0.547
N 13.74 57.24 6.61 1.062
O 14.33 58.30 6.39 -0.564
O 12.92 57.22 7.52 -0.536
H 14.87 56.24 5.34 0.335
H 13.06 56.12 4.89 0.280
H 13.72 55.08 6.17 -0.042
C 11.20 62.82 15.72 -0.663
N 12.46 62.22 16.28 0.878
O 12.98 61.38 15.61 -0.406
O 12.90 62.66 17.32 -0.540
H 10.34 62.05 15.94 0.267
H 11.27 62.85 14.57 0.174
H 10.88 63.93 16.23 0.298
C 22.54 61.64 10.30 -0.810
N 21.10 61.41 10.62 0.791
O 20.91 60.61 11.50 -0.461
O 20.30 62.15 10.07 -0.487
H 22.71 61.86 9.32 0.371
H 23.22 60.76 10.60 0.291
H 22.98 62.47 10.82 0.304
C 19.69 59.20 16.64 -0.835
N 18.97 58.14 15.89 0.819
O 19.69 57.29 15.37 -0.541
O 17.75 58.13 15.81 -0.385
H 20.59 59.35 16.02 0.309
H 19.81 58.76 17.58 0.349
H 19.08 60.12 16.52 0.274
```

Highest occupied orbital energy = -9.44 eV
Energy relative to the best compared isomer or geometry (same formula, charge and spin) = 0.0 kJ/mol
Kohn-Sham gap = 0.15756 Eh
Lowest unoccupied orbital energy = -5.148 eV
Charge = +1


[4]
C38H63N3O5PrSSi3 | ωB97M-V/def2-TZVPD

Structure (XYZ):
```
114
Properties=species:S:1:pos:R:3:lowdin_spin:R:1
Pr -0.22 0.83 0.29 2.031
C -2.99 -1.21 0.83 0.000
O -2.50 0.12 0.77 -0.002
Si -3.42 1.49 1.38 0.000
C -3.60 1.15 3.25 0.000
C -5.08 1.40 0.51 0.000
C -2.27 2.85 0.86 -0.006
Si -2.10 3.48 -0.87 0.000
C -2.91 5.22 -1.04 0.000
C -0.35 3.66 -1.54 0.000
C -3.02 2.41 -2.17 0.000
Si -1.81 4.01 2.26 -0.001
C -3.36 4.73 3.21 0.000
C -0.70 3.37 3.67 0.000
C -0.74 5.49 1.63 0.000
H -3.01 -1.62 -0.19 0.000
H -3.97 -1.26 1.33 0.000
H -2.32 -1.77 1.51 0.000
H -4.66 0.77 3.44 0.000
H -3.37 1.98 3.92 0.000
H -2.90 0.34 3.55 0.000
H -5.80 0.63 0.96 0.000
H -5.02 1.22 -0.58 0.000
H -5.60 2.39 0.63 0.000
H -2.17 6.00 -1.37 0.000
H -3.27 5.62 -0.06 0.000
H -3.72 5.33 -1.77 0.000
H 0.09 4.60 -1.13 0.000
H -0.32 3.66 -2.64 0.000
H 0.34 2.88 -1.23 0.000
H -4.10 2.62 -2.27 0.000
H -2.89 1.35 -1.88 0.000
H -2.66 2.53 -3.19 0.000
H -3.24 4.57 4.31 0.000
H -4.30 4.30 2.84 0.000
H -3.42 5.86 3.08 0.000
H -1.10 2.51 4.23 0.000
H -0.40 4.17 4.40 0.000
H 0.30 3.01 3.29 0.000
H -1.08 6.51 1.87 0.000
H -0.68 5.45 0.54 0.000
H 0.25 5.39 2.10 0.000
C 2.71 -5.05 -5.06 0.000
O 1.82 -4.45 -4.07 0.000
C 0.99 -5.21 -3.36 0.000
C 0.62 -6.52 -3.71 0.000
C -0.30 -7.18 -2.88 0.000
C -0.78 -6.59 -1.74 0.000
C -0.50 -5.25 -1.43 0.000
C 0.38 -4.53 -2.22 0.000
N 0.55 -3.14 -2.05 0.000
C 0.39 -2.39 -0.91 0.000
N 0.39 -3.03 0.31 0.000
C 0.37 -2.43 1.60 -0.001
C 0.32 -1.05 1.83 -0.011
C 0.41 -0.56 3.10 -0.001
C 0.19 -1.44 4.19 0.000
C 0.22 -2.81 4.01 0.000
C 0.38 -3.32 2.70 0.000
O 0.51 -4.66 2.39 0.000
C 0.69 -5.60 3.48 0.000
N 0.20 -1.09 -1.04 -0.005
C -0.08 -0.47 -2.27 -0.001
C 0.79 0.53 -2.71 -0.001
C 0.55 1.14 -3.95 0.000
C -0.49 0.74 -4.73 -0.001
C -1.35 -0.31 -4.35 0.000
C -1.19 -0.89 -3.09 0.000
O -2.06 -1.76 -2.46 0.000
C -3.22 -2.32 -3.07 0.000
H 3.19 -5.90 -4.62 0.000
H 3.42 -4.28 -5.25 0.000
H 2.19 -5.30 -6.01 0.000
H 1.13 -7.07 -4.54 0.000
H -0.69 -8.13 -3.18 0.000
H -1.45 -7.10 -1.06 0.000
H -1.00 -4.78 -0.58 0.000
H 0.87 -2.59 -2.86 0.000
H 0.67 -4.01 0.33 0.000
H 0.60 0.47 3.37 0.000
H 0.09 -1.09 5.20 0.000
H 0.12 -3.46 4.87 0.000
H 0.75 -6.60 3.05 0.000
H -0.10 -5.49 4.27 0.000
H 1.62 -5.34 4.02 0.000
H 1.73 0.72 -2.20 0.000
H 1.22 1.93 -4.29 0.000
H -0.67 1.23 -5.70 0.000
H -2.15 -0.63 -5.04 0.000
H -3.81 -2.85 -2.29 0.000
H -2.92 -2.99 -3.86 0.000
H -3.94 -1.55 -3.48 0.000
C 5.02 -0.60 3.10 0.000
C 5.17 0.88 2.78 0.000
C 3.88 1.59 2.35 0.000
S 3.26 0.80 0.83 0.001
O 2.00 1.71 0.62 -0.003
C 4.57 1.42 -0.33 0.000
C 4.26 2.74 -1.12 0.000
C 5.13 3.90 -0.66 0.000
H 5.78 -0.90 3.85 0.000
H 5.00 -1.30 2.22 0.000
H 4.05 -0.72 3.62 0.000
H 6.01 1.07 2.06 0.000
H 5.49 1.29 3.76 0.000
H 4.03 2.62 2.05 0.000
H 3.15 1.51 3.18 0.000
H 4.73 0.56 -1.00 0.000
H 5.50 1.56 0.24 0.000
H 3.18 2.96 -1.05 0.000
H 4.42 2.60 -2.21 0.000
H 4.90 4.28 0.38 0.000
H 4.93 4.78 -1.37 0.000
H 6.20 3.65 -0.68 0.000
```

Highest occupied orbital energy (alpha / beta) = -9.41 / -9.40 eV
<S²> = 2.003
Kohn-Sham gap (alpha / beta) = 0.26700 / 0.26809 Eh
2S+1 = 3
Lowest unoccupied orbital energy (alpha / beta) = -2.143 / -2.104 eV
Charge = +1